--- P ---
ORCA calculation (wB97M-V/def2-TZVPD) on a 18-piece molecular cluster, H36O18 overall.

Each line ends with the Mulliken charge.
CARTESIAN COORDINATES (ANGSTROEM)
1 O -0.5871 -2.2731 -2.6515  -0.6744
2 H 0.0245 -3.0002 -2.5352  0.4104
3 H -0.7820 -1.9788 -1.7617  0.2683
4 O 2.3592 -0.1743 4.1134  -0.6417
5 H 2.8359 -0.0411 3.2941  0.4040
6 H 1.6460 0.4634 4.0824  0.2722
7 O -3.5389 1.9274 -3.3835  -0.6318
8 H -4.1361 2.0444 -2.6447  0.2996
9 H -3.0271 2.7359 -3.4088  0.3045
10 O -0.4723 1.5375 -3.2380  -0.5697
11 H -0.6183 2.4835 -3.2425  0.2304
12 H -1.3354 1.1607 -3.4090  0.3735
13 O -1.4619 1.3767 1.9622  -0.6335
14 H -1.8688 1.1023 2.7839  0.3380
15 H -1.0889 0.5735 1.5991  0.2465
16 O 3.5225 0.2812 1.6042  -0.7123
17 H 2.7891 0.7823 1.2474  0.4918
18 H 3.9800 -0.0561 0.8341  0.3124
19 O -4.8509 -0.2984 0.3657  -0.6623
20 H -5.6375 0.2024 0.5818  0.3182
21 H -4.1983 0.3649 0.1410  0.3063
22 O 1.5126 -4.1324 -2.6879  -0.6861
23 H 1.1827 -4.8101 -3.2779  0.3331
24 H 1.8863 -3.4697 -3.2687  0.3335
25 O -0.6878 -2.9974 3.8481  -0.6144
26 H -0.0307 -3.1814 3.1768  0.3055
27 H -1.4330 -3.5499 3.6122  0.3099
28 O 0.8320 -1.3006 -4.9608  -0.6709
29 H 0.2850 -1.6673 -4.2662  0.3866
30 H 0.6327 -0.3644 -4.9542  0.2879
31 O 1.4862 1.7967 0.6279  -0.7556
32 H 0.9990 1.9931 1.4281  0.2397
33 H 2.1152 2.5137 0.5477  0.2842
34 O -0.0073 -0.0122 -0.3786  -0.5427
35 H 0.3878 -0.0932 -1.2467  0.2254
36 H 0.4066 0.7623 0.0021  0.3949
37 O -0.7340 3.9017 2.5062  -0.6453
38 H -1.3091 4.5510 2.1015  0.2888
39 H -1.2552 3.0991 2.5267  0.3055
40 O 1.4874 2.5484 3.4771  -0.4904
41 H 2.2383 3.1417 3.4992  0.2769
42 H 0.7735 3.0779 3.1219  0.3358
43 O 3.3170 -2.3412 -4.2914  -0.6623
44 H 4.1634 -2.0183 -4.6006  0.2954
45 H 2.6721 -1.8225 -4.7722  0.3736
46 O -0.3969 -4.2197 -0.1838  -0.5511
47 H -1.2073 -4.4920 0.2467  0.2877
48 H 0.2748 -4.3057 0.4927  0.2773
49 O 2.8176 4.2638 1.5559  -0.6252
50 H 3.3783 4.6629 2.2212  0.2955
51 H 2.0067 4.7714 1.5895  0.3146
52 O -3.8162 -2.2054 2.1244  -0.6147
53 H -3.1435 -1.5610 2.3442  0.2755
54 H -4.3883 -1.7532 1.5043  0.3811

Calculated values
E_LUMO (eV): -0.4625
Highest occupied orbital energy (Ha): -0.3637
Orbital gap (eV): 9.43

---

--- Q ---
ORCA calculation (wB97M-V/def2-TZVPD) on a 18-piece molecular cluster, H36O18 overall.

Each line ends with the Mulliken charge.
CARTESIAN COORDINATES (ANGSTROEM)
1 O -0.3321 0.8098 -3.1282  -0.6398
2 H 0.1597 0.7959 -2.1239  0.2675
3 H 0.4269 0.6543 -3.8324  0.3580
4 O 1.0833 1.4379 -5.5441  -0.6351
5 H 1.5366 0.6306 -5.8679  0.3134
6 H 1.6934 2.1764 -5.4285  0.3021
7 O -2.2105 -2.2639 -1.4430  -0.5893
8 H -1.7704 -3.0584 -0.9476  0.3204
9 H -1.3589 -1.8263 -1.4933  0.2716
10 O 3.2665 -4.0105 -1.0334  -0.6638
11 H 3.9293 -4.0228 -1.7174  0.3132
12 H 2.5078 -4.1852 -1.6153  0.3291
13 O -1.4142 -4.2435 1.0506  -0.5967
14 H -0.5104 -4.2450 1.2338  0.2973
15 H -1.7564 -3.7898 1.7919  0.3074
16 O -3.5943 -1.6899 -4.2746  -0.6185
17 H -3.1067 -1.2627 -3.4385  0.3169
18 H -4.5123 -1.5698 -4.1719  0.2912
19 O 2.6519 -3.6405 3.6289  -0.6085
20 H 2.1234 -2.9052 3.3273  0.2935
21 H 2.6912 -4.2105 2.8760  0.2989
22 O -3.3158 5.2660 1.3834  -0.6682
23 H -2.7350 4.6548 2.0551  0.3350
24 H -2.8338 5.2332 0.4783  0.3331
25 O -4.5169 0.1080 0.1968  -0.6046
26 H -5.1661 0.7728 0.4836  0.2954
27 H -5.1459 -0.7281 0.2276  0.3029
28 O -1.9872 1.2358 -5.7966  -0.6443
29 H -1.1061 1.5580 -5.6472  0.3219
30 H -2.2877 1.1019 -4.8733  0.3227
31 O 4.1723 -0.1589 -1.0264  -0.6077
32 H 4.8665 0.5426 -1.1144  0.2898
33 H 4.4106 -0.5434 -0.1893  0.3069
34 O 2.1081 -1.9670 0.4170  -0.6019
35 H 2.2160 -1.2838 -0.2176  0.2588
36 H 2.6619 -2.7602 0.1449  0.3804
37 O -1.4898 0.4251 -0.1724  -0.5542
38 H -2.4517 0.5496 -0.0135  0.3020
39 H -1.5005 -0.4420 0.3553  0.2739
40 O 2.4594 -0.3009 3.5284  -0.6238
41 H 3.1863 0.2604 3.5889  0.2763
42 H 2.6303 -0.7614 2.6696  0.3073
43 O 2.0954 3.6869 2.1685  -0.6485
44 H 1.6536 4.3758 2.8865  0.3469
45 H 1.8419 4.1173 1.2530  0.3163
46 O -1.7531 1.0148 4.9882  -0.6126
47 H -2.3838 1.0508 5.7543  0.3230
48 H -0.9182 0.9727 5.2846  0.3656
49 O 1.3782 2.8927 -0.1747  -0.5927
50 H 2.2787 3.2405 -0.2655  0.2899
51 H 0.9700 3.1166 0.6065  0.3117
52 O 0.8390 1.3244 5.0830  -0.6819
53 H 0.9322 1.8489 4.3675  0.2681
54 H 1.3056 0.5305 4.7604  0.3834

Calculated values
E_LUMO (eV): -0.3710
Highest occupied orbital energy (Ha): -0.3715
Orbital gap (eV): 9.74

---

--- R ---
ORCA calculation (wB97M-V/def2-TZVPD) on a 18-piece molecular cluster, H36O18 overall.

Each line ends with the Mulliken charge.
CARTESIAN COORDINATES (ANGSTROEM)
1 O -4.5838 1.3453 1.7140  -0.6965
2 H -3.8057 1.2658 1.1622  0.4871
3 H -4.3746 2.0534 2.3232  0.3333
4 O 3.7283 -3.5985 -1.8594  -0.6586
5 H 3.1919 -4.3164 -2.1958  0.3273
6 H 3.8921 -3.8294 -0.9450  0.3205
7 O -2.0795 -2.1982 -0.6224  -0.6274
8 H -2.3709 -3.0613 -0.9162  0.2540
9 H -1.6850 -2.3570 0.2351  0.4269
10 O 1.7748 2.0868 -2.0047  -0.6312
11 H 1.3756 2.4267 -1.2038  0.3226
12 H 1.1148 1.4981 -2.3707  0.2997
13 O -4.3572 -1.2163 2.3680  -0.6922
14 H -4.0656 -1.1673 3.2784  0.2759
15 H -4.5579 -0.3109 2.1312  0.4045
16 O -0.4494 -5.3136 0.6255  -0.6296
17 H -0.6281 -4.6335 1.2750  0.3106
18 H -0.8272 -6.1090 1.0007  0.3058
19 O -2.5182 0.5858 0.1369  -0.5941
20 H -3.0799 -0.1175 -0.1888  0.2482
21 H -1.7919 0.6207 -0.4855  0.3059
22 O -1.8577 4.6009 -2.3201  -0.6618
23 H -1.3105 4.0711 -2.8998  0.3252
24 H -1.4849 5.4807 -2.3760  0.3257
25 O 0.8078 -0.7872 2.5783  -0.5161
26 H 1.2857 -0.6091 3.3883  0.2524
27 H 1.4746 -0.7484 1.8927  0.2603
28 O 2.9779 1.5071 2.4789  -0.5579
29 H 2.0934 1.8150 2.6765  0.3619
30 H 3.2642 1.0689 3.2803  0.2469
31 O -0.1893 -3.0788 -4.1632  -0.6368
32 H -0.1582 -2.5239 -4.9425  0.3057
33 H -0.9840 -3.6011 -4.2720  0.2992
34 O 3.0876 4.3800 0.2168  -0.6198
35 H 3.8894 4.6693 -0.2187  0.3028
36 H 3.1440 3.4245 0.2132  0.3047
37 O 0.0015 0.0971 -0.8459  -0.6061
38 H 0.8618 -0.1650 -1.1738  0.2660
39 H -0.3305 -0.6795 -0.3956  0.1991
40 O -0.5153 3.0311 -0.0275  -0.4470
41 H -0.7029 3.8252 0.4729  0.1858
42 H -0.8766 3.2043 -0.8968  0.2235
43 O 1.5097 -1.5677 -2.3007  -0.4894
44 H 0.7334 -1.8954 -2.7548  0.3299
45 H 2.1615 -2.2602 -2.4094  0.2570
46 O 4.6752 1.4209 -0.5886  -0.6252
47 H 3.7993 1.3032 -0.2209  0.2620
48 H 4.5220 1.6397 -1.5078  0.3354
49 O -0.0711 2.1021 2.6671  -0.6861
50 H -0.2124 1.1581 2.5952  0.3608
51 H -0.2171 2.4347 1.7815  0.3779
52 O -1.6474 -2.6612 2.0439  -0.6207
53 H -2.5123 -2.2531 2.0029  0.3286
54 H -1.1215 -2.0567 2.5676  0.2636

Calculated values
E_LUMO (eV): 0.0974
Highest occupied orbital energy (Ha): -0.4034
Orbital gap (eV): 11.07

---

Preferred: R; penalty for the next structure: 16.3 kcal/mol.

---

--- P ---
ORCA calculation (wB97M-V/def2-TZVPD) on an isolated molecule of C5H15N3.

Each line ends with the Mulliken charge.
CARTESIAN COORDINATES (ANGSTROEM)
1 C 0.0645 1.5024 1.5805  -1.1504
2 N -0.4709 0.2744 1.0113  0.2202
3 C -1.3164 0.2277 -0.1461  -0.6399
4 C -0.9822 0.9543 -1.5340  -0.4153
5 N -2.0526 0.7668 -2.4906  -0.5922
6 C 0.4536 -0.8335 1.2748  -1.3187
7 C 1.6892 -0.8468 0.3146  0.3007
8 N 2.2932 -2.1515 0.1827  -0.6658
9 H -0.5541 1.8257 2.4197  0.3511
10 H 0.4037 2.2686 0.8983  0.3683
11 H 1.0533 1.3773 2.1660  0.3380
12 H -1.5123 -0.8730 -0.3145  0.2616
13 H -2.2540 0.7420 0.1476  0.3380
14 H -0.6965 1.9423 -1.1397  0.3740
15 H -0.0405 0.5526 -1.8648  0.2324
16 H -1.9724 -0.1288 -2.9607  0.2144
17 H -2.1557 1.4941 -3.1803  0.2114
18 H 0.0869 -1.8714 1.2442  0.3899
19 H 0.6990 -0.6660 2.3067  0.5342
20 H 1.1653 -0.5457 -0.6288  -0.0380
21 H 2.3767 -0.0938 0.6985  0.2281
22 H 2.6626 -2.5992 1.0496  0.2220
23 H 3.1265 -2.0730 -0.4162  0.2359

Calculated values
E_LUMO (eV): 0.9758
SMILES string: CN(CCN)CCN
Highest occupied orbital energy (Ha): -0.2862
Orbital gap (eV): 8.76

---

--- Q ---
ORCA calculation (wB97M-V/def2-TZVPD) on a 2-piece molecular cluster, C5H15N3 overall.

Each line ends with the Mulliken charge.
CARTESIAN COORDINATES (ANGSTROEM)
1 C -0.1292 -1.9483 1.2314  -0.9522
2 C -1.8010 -0.1869 1.2648  -0.9169
3 C -0.8647 0.8755 -1.2625  -1.6379
4 N -0.4677 -0.5819 0.7787  -0.1001
5 C -0.2581 -0.3912 -0.7059  0.9668
6 N -0.0140 -1.4581 -1.3804  -0.7843
7 H 0.0505 -1.2579 -2.3738  0.2604
8 H 0.8512 -2.2031 0.8432  0.2926
9 H -0.8414 -2.6731 0.8400  0.3537
10 H -0.1273 -1.9577 2.3222  0.3808
11 H -1.9767 0.8687 1.0775  0.3095
12 H -1.8734 -0.3979 2.3311  0.3762
13 H -2.5804 -0.7592 0.7568  0.3355
14 H -0.7383 1.7313 -0.6013  0.3285
15 H -0.3599 1.1201 -2.1956  0.4588
16 H -1.9317 0.7364 -1.4523  0.3610
17 C 2.0951 1.7458 -0.5059  -0.8975
18 N 1.5447 0.5608 0.1176  -0.7235
19 H 2.1589 -0.2257 -0.0797  0.1814
20 H 0.5286 0.1472 1.0606  0.5641
21 H 3.1310 1.9621 -0.2013  0.2936
22 H 2.1120 1.6676 -1.6048  0.2526
23 H 1.4918 2.6254 -0.2603  0.2968

Calculated values
E_LUMO (eV): 0.8246
Highest occupied orbital energy (Ha): -0.2584
Orbital gap (eV): 7.86

---

Preferred: P; penalty for the next structure: 24.1 kcal/mol.

---

--- P ---
ORCA calculation (wB97M-V/def2-TZVPD) on a 2-piece molecular cluster, CH6NOP overall.

Each line ends with the Mulliken charge.
CARTESIAN COORDINATES (ANGSTROEM)
1 C -1.2885 0.3691 -0.0239  -0.4884
2 N 0.6810 0.8317 -0.0994  -0.4971
3 O 3.1690 0.3922 0.0883  -0.5838
4 P 1.8814 -0.2789 -0.0651  0.4521
5 H -1.4170 -0.0415 -1.0055  0.2581
6 H -1.3179 -0.3312 0.7908  0.2612
7 H -1.7000 1.3421 0.1541  0.2603
8 H 0.8011 1.5125 0.6390  0.2673
9 H 1.6586 -1.2733 0.8832  0.0364
10 H 1.7099 -0.9591 -1.2598  0.0339

Calculated values
E_LUMO (eV): 0.1475
Highest occupied orbital energy (Ha): -0.3726
Orbital gap (eV): 10.29

---

--- Q ---
ORCA calculation (wB97M-V/def2-TZVPD) on a 2-piece molecular cluster, CH6NOP overall.

Each line ends with the Mulliken charge.
CARTESIAN COORDINATES (ANGSTROEM)
1 C -1.5585 -0.3254 -0.2720  -0.7764
2 N 1.0898 -0.9671 0.0793  -0.4069
3 O 3.5111 -0.2483 -0.1379  -0.5650
4 P 2.1403 0.2610 0.0143  0.4656
5 H -1.7621 -1.3437 -0.5247  0.2905
6 H -1.6749 0.0085 0.7395  0.3216
7 H -1.3349 0.3875 -1.0393  0.3036
8 H 1.0009 -1.4139 0.9826  0.2617
9 H 1.7107 1.0168 -1.0661  0.0404
10 H 2.0120 1.1532 1.0756  0.0650

Calculated values
E_LUMO (alpha / beta) (eV): -0.5843 / -2.0900
Highest occupied orbital energy (alpha / beta) (Ha): -0.3850 / -0.3476
Orbital gap (alpha / beta) (eV): 9.89 / 7.37

---

Preferred: P; penalty for the next structure: 45.0 kcal/mol.